23
Properties=species:S:1:pos:R:3:forces:R:3:lowdin_charge:R:1 method="wB97M-V/def2-TZVPD" e_above_lowest_kcal_mol=33.5 smiles="[PH2]#P=P#[PH2].C=CC(C)C"
P -0.341 -2.747 -2.525 -0.4122 -0.7809 2.5129 0.11
P -1.370 -1.666 -1.062 0.8392 0.3722 -2.0846 0.10
P -1.681 -3.256 0.300 -0.7033 -0.3021 2.4717 0.30
P -0.341 -1.187 -3.917 -0.1439 2.4208 -0.0780 0.31
C 1.254 0.488 0.162 0.9304 0.3310 1.9370 -0.19
C 0.817 2.681 1.412 -0.4025 1.6944 -0.7929 -0.10
C -1.057 1.098 1.008 2.3781 -0.5863 -3.2653 -0.11
C 2.281 -0.265 0.532 -1.6882 0.7529 2.3719 0.02
C 0.460 1.232 1.215 0.1495 -1.5127 1.8673 -0.47
H -1.169 1.435 -0.085 -0.6879 -0.6956 1.5302 0.10
H -3.104 -3.170 0.338 0.0690 -0.1862 -0.4850 -0.17
H 0.316 3.445 0.674 1.1824 -1.5296 1.1665 0.12
H 1.870 2.890 1.615 0.1874 -0.1518 -0.9412 0.08
H 2.867 -0.928 -0.003 1.1803 -0.7445 -1.4178 0.03
H 0.675 0.730 2.265 -0.1142 0.7290 -2.0276 0.16
H -1.227 -1.911 -4.634 -1.6881 -0.4412 -0.8205 -0.19
H 2.377 -0.276 1.626 0.4047 -0.5080 -0.3681 0.06
H 0.524 -1.644 -4.867 1.4575 -0.4924 -0.4353 -0.19
H 1.117 0.752 -0.830 -0.7542 0.1905 -2.0326 0.07
H -1.360 0.083 1.202 -0.3188 -0.3574 -0.3658 0.01
H -1.545 1.722 1.649 -1.5044 1.8300 1.6160 0.04
H 0.444 2.890 2.385 -0.9577 0.6713 0.8514 0.05
H -1.807 -2.397 1.538 0.5970 -0.7032 -1.2101 -0.13


21
Properties=species:S:1:pos:R:3:forces:R:3:lowdin_charge:R:1 method="wB97M-V/def2-TZVPD" e_above_lowest_kcal_mol=77.8 total_charge=+1
S 0.305 1.776 -1.651 1.2162 0.7852 -0.9723 0.48
P 0.363 0.395 -0.152 2.8005 -0.9494 0.4884 0.67
C -1.044 0.459 1.003 -0.1652 1.4118 -1.6252 -0.44
C 0.239 -1.257 -0.952 -1.9485 -0.6552 -0.5902 -0.40
C -1.281 -1.494 -1.405 -1.0761 0.1528 1.1576 -0.15
C 2.693 1.006 1.309 -0.9147 -1.6517 -0.9057 0.16
C -0.823 1.485 2.056 0.8606 1.4810 2.2389 -0.18
H -1.396 -2.170 -2.276 0.4919 -0.3228 0.9998 0.08
H 3.248 0.089 1.516 -0.7926 -0.2530 0.1568 0.03
H 0.756 -1.515 -1.896 0.6536 0.8041 0.9556 0.10
H -2.050 -1.786 -0.526 1.9216 0.7114 -2.1736 0.13
H -0.579 2.573 1.745 -0.6576 -1.8733 0.0654 0.11
H 0.500 -1.918 -0.140 0.2628 -0.6668 0.0110 0.06
H 3.271 1.522 0.575 -0.3921 0.9532 -0.5113 0.01
H 1.660 1.622 -2.127 -1.8911 -0.0276 0.9287 -0.07
H 2.198 1.474 2.137 -0.0942 0.3437 -0.0516 0.00
H -1.952 0.690 0.447 -0.0602 -0.1851 -0.3006 0.10
H -1.144 -0.521 1.402 0.0065 -0.9206 0.3818 0.09
H -1.722 1.502 2.753 1.2865 0.0998 -0.7552 0.11
H 0.095 1.135 2.618 -1.1814 0.5903 -0.0586 0.07
H -1.596 -0.575 -1.916 -0.3266 0.1721 0.5604 0.04